ORCA calculation (ωB97M-V with the def2-TZVPD basis set) on a cluster of 9 separate species, C71H162BrF6N3O7P3 in total at a distorted geometry.

The geometry in XYZ format:
```
253
Properties=species:S:1:pos:R:3:mulliken_charge:R:1
Br 9.2669 -30.1566 10.7380 -0.846
P 4.0386 -39.3695 9.2024 0.800
P 12.3026 -33.7430 10.2501 1.069
P 2.9511 -27.9408 4.8666 0.933
F 0.8842 -35.8268 8.4173 -0.277
F 1.7186 -34.6747 10.0467 -0.165
F 5.0508 -27.1121 11.0256 -0.257
F -0.4973 -34.7520 9.6404 -0.323
F 2.9794 -27.2557 10.6364 -0.259
F 3.7556 -25.3912 11.3145 -0.345
O 4.3319 -26.9698 8.1333 0.571
O 1.8071 -33.2329 7.6047 -0.152
O 6.7959 -27.2959 7.1108 -0.439
O 6.1965 -31.0660 10.0655 0.816
O 1.0995 -33.5365 5.1011 -0.628
O 5.0499 -24.9176 8.9974 -0.484
O 0.2065 -32.4472 9.0931 -0.292
N 3.2283 -31.1605 10.5660 1.100
N -1.4354 -33.6873 3.7819 0.223
N 8.8105 -26.1559 9.0708 0.516
C 15.2614 -31.0183 11.6254 -0.473
C 13.8353 -37.4690 13.4885 -1.380
C 4.6338 -28.6360 5.0872 -0.499
C 3.7427 -36.9584 7.5202 -0.990
C 14.5478 -32.3819 11.4906 -0.652
C 0.4869 -32.3152 4.8403 1.632
C 10.4865 -31.8907 6.9193 -0.918
C 2.4502 -28.1434 1.9361 -0.620
C 13.3424 -37.2101 12.1183 -0.538
C 8.1076 -24.9773 8.3423 -0.505
C -0.7816 -34.9328 3.2113 -0.737
C 5.6914 -30.9571 11.3845 -0.884
C 4.5999 -23.8955 8.0543 0.779
C -0.5584 -32.4551 3.6929 -1.114
C 4.4382 -38.3968 7.7014 -1.189
C 11.3990 -33.6121 8.6832 -1.111
C 3.4045 -30.6765 9.1574 -0.319
C 2.2490 -28.7036 3.4015 -0.879
C 4.3003 -41.8849 8.1265 -0.137
C -2.0022 -33.7909 5.1614 -0.863
C -0.2035 -28.3810 7.5518 -0.040
C 4.1936 -35.7447 8.2418 3.369
C 9.2716 -34.4185 13.2310 -0.781
C 9.1287 -32.6113 6.5286 -0.983
C 7.9610 -26.4078 10.2636 -0.794
C 3.5166 -32.5943 10.4246 -1.143
C 4.8324 -29.9173 5.8717 0.121
C 10.3273 -34.6448 12.0998 -0.134
C 4.9533 -40.9454 9.0561 -1.241
C 10.1955 -25.8441 9.5421 -0.869
C 4.6106 -32.5109 6.1873 -0.848
C 0.5773 -27.7828 6.3392 -0.908
C 5.6404 -35.3739 7.9264 -2.002
C 4.5473 -24.0726 4.0282 -0.338
C 1.9156 -30.9081 11.1074 -0.526
C 0.6982 -34.6447 9.0651 0.102
C 2.0628 -40.5365 10.6493 -0.711
C 4.2810 -31.2310 5.2986 0.456
C 2.2175 -28.6812 -0.5413 -1.430
C 13.5485 -32.4343 10.3537 -1.250
C 3.6598 -37.7246 11.5039 0.814
C 1.9840 -28.3190 6.3596 1.291
C 8.3247 -33.2474 12.9542 -0.241
C 5.0756 -43.1752 7.9639 -0.715
C 16.2990 -31.2491 12.6423 -1.374
C 12.8565 -35.4495 10.2576 -1.107
C 4.7337 -35.5928 12.3241 -0.135
C -1.8166 -31.3443 9.9010 -1.317
C 4.2938 -30.5175 11.5028 -0.237
C 4.2066 -36.9981 12.7168 -1.303
C 7.6616 -28.0519 7.9078 0.501
C -1.1399 -31.9392 8.6477 0.513
C 0.9236 -41.5563 10.5265 -0.800
C 3.2639 -26.1215 4.8388 -0.355
C 11.2590 -33.4908 11.7400 0.393
C 4.4710 -44.0866 6.8944 -1.288
C 4.4541 -25.6057 4.0732 -0.249
C -0.4368 -41.0374 9.9846 -1.148
C 8.9418 -27.3107 8.2563 -1.336
C 3.5746 -23.4841 3.0266 -1.204
C 13.6757 -35.8337 11.5444 -0.730
C 4.1164 -25.9995 9.0206 -0.345
C 5.6685 -22.7598 7.8827 -1.364
C 0.1544 -27.8136 8.8870 -1.160
C -2.5403 -33.3937 2.7705 -0.944
C 4.6711 -38.5075 10.6646 -1.196
C 2.3042 -39.7312 9.3243 -1.289
C 4.0000 -26.4221 10.4862 -0.001
C 0.6408 -33.4486 8.1573 0.945
C 10.9571 -32.1606 8.3291 0.092
C 1.9501 -29.1334 0.8979 -0.415
H 16.5658 -30.3094 13.1414 0.372
H -0.0110 -31.7920 5.6657 -0.654
H 2.9199 -32.9864 9.5501 -0.011
H 3.1956 -31.2540 5.2507 -0.851
H 1.8861 -39.9455 11.5202 0.379
H 11.7674 -31.4821 8.5447 0.431
H 1.2116 -31.1096 10.3314 -0.287
H 5.1189 -41.3705 10.0451 0.613
H 11.8702 -35.9532 10.1363 0.566
H 4.8096 -34.8729 13.2003 0.513
H 12.0617 -33.9853 7.8336 0.369
H 13.7029 -37.9948 11.4480 0.419
H 10.1925 -31.8467 9.0318 -0.370
H 4.0919 -33.3269 5.6330 0.389
H 3.3897 -42.1215 8.6199 -0.146
H 7.5380 -33.5050 12.2432 -0.115
H 3.2705 -28.6482 -0.8232 0.340
H 4.2295 -39.0491 6.8686 0.506
H 5.8886 -30.0579 6.1964 0.481
H 4.1971 -32.4601 7.1713 -0.421
H -1.0277 -30.9885 10.5783 0.150
H 13.4572 -35.0922 12.2953 0.235
H 8.1698 -24.1620 9.0352 0.464
H 9.8017 -34.0935 14.1187 0.378
H 7.2192 -28.3703 8.8599 -0.096
H 7.1215 -30.7597 10.1925 -0.868
H -2.0171 -33.2743 1.8564 0.433
H 0.7445 -42.1297 11.3815 0.601
H 3.9258 -30.6674 12.5175 0.672
H 4.1161 -41.4328 7.1363 0.317
H 3.3472 -36.7679 13.3317 0.396
H 1.9672 -27.1353 1.8162 0.435
H 10.9307 -35.5938 12.2462 -0.341
H 3.7906 -36.7487 6.4264 0.583
H -0.2689 -34.6174 2.3162 0.356
H 0.8952 -29.3720 1.0824 0.352
H 2.6872 -31.2412 8.6351 0.078
H -0.3911 -28.2918 9.7071 0.427
H 8.2840 -32.4032 7.1868 0.039
H 5.9174 -27.2161 7.5247 -0.138
H 3.6290 -22.3608 3.0930 0.390
H 12.9303 -31.5298 10.4032 0.477
H 1.2921 -42.2855 9.7645 0.132
H -0.8543 -31.2036 7.8035 -0.348
H 12.2707 -37.3843 12.0284 0.350
H 6.1123 -42.9658 7.7941 0.466
H -0.0133 -32.5457 2.7795 0.465
H 14.0320 -32.4421 9.3852 0.671
H 5.9859 -22.4791 8.9277 0.336
H 5.7392 -35.6094 11.8415 0.155
H 5.8751 -34.4121 8.3557 0.383
H -1.2386 -28.1583 7.3995 0.629
H 10.5719 -26.5495 10.3109 0.286
H 5.4196 -37.8036 10.2832 0.217
H 2.3244 -25.6093 4.7540 0.910
H 2.8529 -38.3474 11.8493 -0.142
H -3.0828 -32.4728 3.0604 0.425
H 5.1919 -21.9174 7.4092 0.549
H 8.6248 -24.6751 7.4258 0.364
H 6.2370 -30.2286 11.9938 0.653
H 10.6298 -34.3245 8.7275 0.840
H 3.5177 -28.0307 1.7397 0.348
H 2.4821 -23.7279 3.2150 0.219
H 0.6622 -26.7026 6.4334 0.501
H -0.8906 -40.2817 10.6954 0.274
H 8.8962 -32.2684 5.4845 0.380
H 4.8309 -31.3960 4.3675 0.466
H 4.5490 -32.8484 10.2249 0.285
H 1.6727 -38.8752 9.1616 0.891
H 4.1036 -35.7588 9.3118 -1.029
H 3.8034 -23.8590 2.0191 0.319
H 15.6488 -30.7622 10.6727 0.413
H 13.6185 -36.6052 14.1638 0.294
H 1.1785 -27.7802 9.0876 0.052
H -2.0001 -32.8110 5.5881 0.245
H 17.1974 -31.5958 12.2067 0.349
H 13.9093 -32.5964 12.3790 0.254
H -1.1757 -41.8060 9.7643 0.426
H 3.6340 -23.5091 8.3467 0.632
H 8.0623 -28.9302 7.3275 0.111
H 15.8523 -31.8808 13.3613 0.401
H 5.4882 -23.8438 3.6185 0.512
H -2.3109 -32.0987 10.5442 0.337
H 4.3818 -29.7278 6.8446 -0.785
H 14.9541 -37.4838 13.4405 0.330
H 2.4406 -30.1491 0.9552 0.278
H 5.1660 -39.2650 11.2320 1.129
H -1.4916 -35.7224 3.1902 0.449
H 6.8794 -26.3932 10.0596 0.138
H 8.2570 -25.6495 10.9354 0.590
H 5.1251 -44.9289 6.9613 0.428
H 14.6399 -30.1435 11.8484 0.398
H 3.1057 -25.5939 8.9294 0.454
H 4.1183 -35.0816 11.5158 -0.481
H 11.8584 -33.3054 12.6528 0.522
H 6.3567 -36.0797 8.3409 0.423
H 10.3994 -30.8048 6.8254 0.254
H 8.7960 -32.4302 12.3863 -0.036
H 4.2393 -29.4507 11.2729 -0.101
H 1.9959 -29.4045 6.4831 -0.372
H 13.3907 -38.3237 13.9732 0.392
H 5.5103 -38.3482 7.8448 0.536
H -1.2164 -31.5637 3.7507 0.440
H 3.5199 -34.8762 8.0160 -1.089
H 4.5048 -23.7032 5.0677 -0.050
H 3.0595 -33.2124 11.1839 0.863
H 5.3053 -27.8632 5.5313 -0.297
H 14.7123 -35.7943 11.2573 0.606
H 4.3927 -30.9383 8.8558 0.265
H 8.3052 -27.3460 10.6645 0.166
H 7.8782 -32.9203 13.9416 0.374
H 1.8350 -27.6736 -0.7087 0.360
H 9.5456 -28.0577 8.7718 0.569
H 9.7762 -34.8825 11.1646 0.335
H -0.1313 -33.6758 7.4671 -0.705
H 7.1208 -25.3156 8.1107 -0.132
H 4.4012 -25.9405 3.0280 0.345
H 4.5500 -43.5833 5.8966 0.314
H 5.3779 -25.9274 4.5343 0.132
H 3.2300 -29.5925 9.1620 -0.238
H 2.5516 -29.7944 3.4237 0.198
H 5.7969 -35.3307 6.8199 0.336
H 1.7833 -31.5324 11.9890 0.366
H 1.4964 -33.4087 6.0896 0.154
H 3.6059 -25.9441 5.8629 -0.811
H -1.7580 -32.7642 8.2713 0.336
H 5.6925 -32.6179 6.1889 0.594
H 10.7858 -25.7370 8.6741 0.421
H 1.7558 -29.3734 -1.2596 0.397
H 13.4299 -35.4841 9.3376 0.666
H 3.4802 -44.4426 7.1096 0.326
H -2.5651 -30.5999 9.6848 0.419
H 2.9657 -41.0969 10.8728 0.436
H 10.1815 -24.8537 10.0040 0.403
H 2.5808 -27.8574 7.1517 -0.614
H -3.0258 -34.2012 5.2010 0.392
H 9.5172 -27.0361 7.3258 0.286
H 1.1317 -31.5137 4.4067 -0.441
H 4.9751 -28.6757 4.0557 0.901
H -0.0090 -35.2150 3.9407 0.221
H 1.8797 -29.8733 11.4327 0.473
H 10.5983 -32.6124 11.6142 -0.689
H 15.3132 -33.1797 11.3544 0.268
H -3.2349 -34.2150 2.7460 0.390
H 8.7014 -35.3305 13.3134 0.366
H 4.3431 -24.4138 7.1128 -0.792
H 6.5489 -23.0152 7.2721 0.208
H 4.8497 -37.6115 13.3530 0.379
H 3.2263 -36.9497 10.8499 -0.336
H -0.1662 -29.4610 7.4003 -0.555
H 2.0756 -40.4580 8.5718 0.835
H -1.3403 -34.4635 5.7164 0.343
H 5.0276 -43.7023 8.9043 0.371
H 1.1779 -28.7416 3.5299 0.772
H 9.2337 -33.6822 6.4907 0.481
H 5.9208 -40.6464 8.6385 0.661
H -0.3078 -40.5460 9.0037 0.243
H 11.2324 -32.1358 6.1466 0.417
H -0.2596 -26.7985 8.9969 0.373
H 2.6875 -37.1891 7.7146 0.135
H -0.0076 -27.9903 5.4325 0.337
H 5.9195 -31.9023 11.8258 0.138
```

As for the largest force on an atom: 3.48 eV/Å. The LUMO energy comes out at -4.672 eV. The HOMO energy comes out at -12.89 eV. As for the net charge: +3. The calculation puts the orbital gap at 0.3020 Eh.